Record 1
A cluster of 2 separate species, C12H29Cl2FN5 in total in a non-equilibrium geometry. Source: the Open Molecules 2025 dataset; level of theory: the ωB97M-V functional and the def2-TZVPD basis.

Summary:
Net charge: +1
HOMO (eV): -11.693
2S+1: 1
ΔE to the lowest compared entry with this formula, charge and spin (eV): 5.831
E_tot (hartree): -1768.198048
Gap between HOMO and LUMO (eV): 9.34
Largest force on an atom (eV Å⁻¹): 5.952

Geometry (Å):
C 1.8680 -0.9834 0.8933
C 2.5547 -0.2569 -0.4175
C 2.6240 1.3783 -0.1166
F 4.0611 1.7615 -0.2880
N 1.6782 2.1684 -1.0219
C 1.1241 3.3842 -0.3049
C -0.5147 3.4144 -0.1724
C -1.1714 2.0575 0.4825
C -2.2102 1.3408 -0.5635
N -3.1428 0.3214 0.0506
C -2.5305 -0.4163 1.2197
N -2.6754 0.0413 2.5354
N -1.7608 -1.7284 1.0448
C 2.3154 2.6553 -2.3065
N 2.6558 1.5623 -3.2972
C 1.4354 0.9835 -3.9787
H 2.1922 -0.5113 1.9246
H 0.7105 -0.8365 0.7964
H 2.1295 -2.1258 0.8995
H 1.8684 -0.4769 -1.3503
H 3.6174 -0.7302 -0.6058
H 2.3814 1.5002 1.0295
H 0.9088 1.4814 -1.2848
H 1.4527 4.3660 -0.8982
H 1.5824 3.5163 0.7792
H -0.7794 4.3160 0.5590
H -1.0218 3.6933 -1.2162
H -0.3182 1.3211 0.8125
H -1.7859 2.3860 1.4484
H -2.9077 2.2133 -0.9857
H -1.6834 0.8803 -1.5135
H -3.3937 -0.3877 -0.7004
H -2.1873 -0.5970 3.2010
H -1.0962 -1.8945 1.8327
H -2.4453 -2.5415 0.9967
H 3.2740 3.3165 -2.1630
H 1.5174 3.3570 -2.8481
H 3.2875 0.8332 -2.8990
H 0.4121 1.4531 -3.6234
H 1.4576 -0.1965 -3.8445
H 1.5027 1.1672 -5.1514
Cl -0.1575 -5.0192 1.9647
C -1.5280 -5.2167 3.0852
C -2.7804 -5.7102 2.3779
Cl -3.4665 -4.4796 1.2876
H -1.6987 -4.2581 3.5851
H -1.2173 -5.9442 3.8404
H -3.5548 -5.9461 3.1142
H -2.5834 -6.6124 1.7908

Cartesian forces, eV/Å:
-0.3 0.1 -0.2
-0.4 -0.1 0.5
2.5 -3.0 1.1
-3.7 -0.2 0.0
0.4 0.1 1.0
-1.3 3.0 1.3
-0.3 0.5 0.0
-0.4 0.2 0.0
-0.1 1.4 -0.7
1.9 -1.9 1.0
0.1 -0.2 5.2
0.7 -1.0 -5.8
-1.6 1.2 -0.5
1.1 0.6 -3.9
-1.4 0.8 1.7
-0.1 -1.2 -1.2
-0.4 -0.9 -2.2
2.1 -0.5 0.3
-0.6 2.3 0.0
1.4 0.4 1.8
-2.1 1.4 0.3
0.4 0.3 -2.6
0.9 1.0 0.4
-0.6 -2.3 1.2
-0.8 -0.7 -2.4
0.8 -1.9 -1.7
1.2 -0.8 2.2
-1.7 1.3 -0.5
1.4 -1.0 -2.1
1.5 -1.8 0.9
-0.6 0.9 1.8
0.5 1.1 1.4
-0.5 0.3 -1.0
-1.2 0.3 -0.7
1.4 1.4 0.0
-2.0 -1.5 0.5
1.6 -1.7 1.4
-0.8 1.0 -0.5
2.1 -1.0 -0.5
-0.4 2.5 -0.2
-0.2 -0.3 2.5
0.0 0.1 -0.1
-0.3 -0.1 0.2
0.2 -0.3 0.4
-0.3 -0.3 -0.1
0.0 -0.2 -0.2
-0.1 0.1 -0.2
0.2 0.1 -0.1
0.0 0.3 0.0

natural (NBO) population analysis, charges in e, atoms 1 to 5:
1 C -0.647
2 C -0.471
3 C 0.352
4 F -0.361
5 N -0.476

Record 2
A structure of composition C12H29ClFeIO2P2 in a non-equilibrium geometry. Source: the Open Molecules 2025 dataset; level of theory: the ωB97M-V functional and the def2-TZVPD basis.

Summary:
Net charge: +2
HOMO (spin up / spin down) (eV): -14.607 / -15.025
2S+1: 6
E_tot (hartree): -3328.823058
Gap between HOMO and LUMO (spin up / spin down) (eV): 7.44 / 3.45
Expectation value of S²: 8.79
Largest force on an atom (eV Å⁻¹): 3.911

Geometry (Å):
C -0.0386 0.8432 -7.2847
C -0.0347 1.4997 -5.9307
H -0.0356 1.6223 -8.0655
H -0.9363 0.2182 -7.3862
H 0.8539 0.2108 -7.3864
O -0.0247 2.6814 -5.6657
I -0.0498 0.0453 -4.2966
Fe -0.0167 -0.2985 -0.0978
P 2.3681 -0.1730 -0.0541
C 3.1216 1.0731 1.0311
C 3.1931 -1.7587 0.3053
H 4.2564 -1.7039 0.0276
H 4.0076 0.0957 -1.7763
H 2.6953 -2.5623 -0.2533
H 2.4088 -0.4442 -2.4079
H 2.7420 0.9500 2.0510
H 3.0941 -1.9519 1.3803
C 2.9240 0.2269 -1.7180
H 4.2158 0.9784 1.0218
H 2.6413 1.2572 -1.9379
H 2.8335 2.0667 0.6713
P -2.4369 0.0087 -0.0058
C -3.4683 1.2292 0.8660
C -3.0484 0.1795 -1.7009
H -2.5914 -2.4098 0.0599
H -4.1523 -1.6468 0.5491
H -2.7645 -1.7007 1.6869
C -3.0565 -1.5976 0.6321
H -2.5270 -0.5421 -2.3303
H -4.1327 0.0338 -1.7427
H -4.5288 1.0420 0.6399
H -3.2096 2.2454 0.5458
H -2.7968 1.1868 -2.0420
H -3.3005 1.1412 1.9437
Cl -0.1194 -2.0890 -1.3466
C -0.0135 0.7123 4.5427
C 0.4906 -0.7442 4.6411
C 0.8008 -1.1799 3.1930
O 0.1748 -0.1865 2.3571
C -0.5888 0.7252 3.1310
H -0.7913 0.9172 5.2939
H 0.8376 1.3984 4.7368
H -0.3601 -1.3564 5.0078
H 1.3227 -0.8960 5.3322
H 1.8695 -1.1961 2.9607
H 0.3909 -2.1928 3.0086
H -1.6117 0.3388 3.1630
H -0.6076 1.7027 2.6499

Cartesian forces, eV/Å:
0.0 0.4 -0.6
0.0 3.1 -1.2
0.0 -0.3 0.4
0.2 0.1 0.2
-0.2 0.1 0.2
0.0 -3.9 0.2
0.0 0.3 0.8
-0.1 0.2 1.4
0.1 0.1 0.3
0.2 -0.1 0.0
-0.1 0.1 0.1
-0.3 0.0 0.1
-0.1 0.1 -0.3
0.2 0.2 0.2
0.3 0.0 0.0
0.1 0.0 -0.2
0.1 -0.1 -0.3
0.2 0.1 0.0
-0.3 0.1 0.1
0.1 0.0 -0.1
0.1 -0.1 0.1
-0.4 -0.1 0.4
0.1 0.1 0.1
0.0 -0.1 -0.1
-0.2 0.1 0.2
0.3 0.0 0.0
-0.1 0.0 -0.3
0.0 0.1 -0.2
-0.2 -0.1 -0.1
0.2 0.0 -0.1
0.3 0.0 0.1
-0.1 -0.2 0.1
-0.1 0.0 0.0
-0.1 0.1 -0.2
0.0 -0.4 -0.9
0.7 -0.2 0.3
-0.9 -0.5 0.2
-0.1 -0.3 0.7
0.4 -0.3 -1.2
-0.6 0.2 0.7
0.3 0.0 -0.3
-0.6 -0.1 -0.5
0.6 0.2 -0.1
-0.1 0.1 -0.2
-0.1 0.1 0.1
0.1 0.6 -0.2
-0.1 0.1 0.1
0.2 0.0 -0.1

natural (NBO) population analysis, charges in e, atoms 1 to 5:
1 C -0.727
2 C 0.498
3 H 0.291
4 H 0.298
5 H 0.298

Record 3
A structure of composition C12H29CuN7O10P2. Source: the Open Molecules 2025 dataset; level of theory: the ωB97M-V functional and the def2-TZVPD basis.

Summary:
HOMO (spin up / spin down) (eV): -6.559 / -6.506
2S+1: 2
ΔE to the lowest compared entry with this formula, charge and spin (eV): 0.000
E_tot (hartree): -3933.743386
Gap between HOMO and LUMO (spin up / spin down) (eV): 6.26 / 6.21
Expectation value of S²: 0.75
Largest force on an atom (eV Å⁻¹): 0.590

Geometry (Å):
Cu 0.3161 1.4954 0.4823
C -0.7934 1.9978 4.7591
C -0.2165 1.8563 3.3827
N -0.6344 1.0136 2.5126
O -1.7556 0.2465 2.8812
C 0.8610 2.7597 2.9817
C 1.5547 3.6533 3.9615
N 1.1517 2.8127 1.7018
O 1.9976 3.6151 1.2290
H -1.6222 1.3134 4.9043
H -1.1320 3.0234 4.9149
H -0.0231 1.8005 5.5063
H -2.2869 0.2676 2.0582
H 0.9055 4.4549 4.3266
H 2.4037 4.1112 3.4592
H 1.9133 3.0978 4.8310
N -2.1121 3.5735 -2.3449
C -2.6926 2.2073 -2.0133
C -4.1055 2.0727 -2.5514
P -2.6074 2.1731 -0.1729
O -3.6937 3.3687 0.0576
O -3.0519 0.8851 0.4075
O -1.2622 2.7613 0.1783
P -1.4653 1.0694 -2.8391
O -1.7454 1.5325 -4.3872
O -1.8845 -0.3427 -2.6601
O -0.1435 1.6204 -2.4424
H -2.6691 4.3195 -1.9260
H -2.0412 3.6855 -3.3582
H -1.1637 3.5780 -1.9372
H -4.7754 2.8167 -2.1186
H -4.4745 1.0848 -2.2792
H -4.1222 2.1566 -3.6392
H -3.6944 3.6787 0.9709
H -2.2252 0.8368 -4.8505
N -0.3701 -0.4168 -0.1219
C 0.7252 -1.0695 -0.8316
C 0.5959 -2.5909 -0.8773
C 1.3936 -3.1984 -2.0271
C 1.6546 -4.6931 -1.8983
N 2.1167 -5.1567 -0.5783
C 3.2485 -4.8123 0.0376
N 3.7521 -5.6646 0.9608
N 3.8855 -3.6997 -0.2495
C 2.0577 -0.5874 -0.2331
O 3.0803 -1.3091 -0.3515
O 2.0548 0.5307 0.3250
H -0.5663 -0.8536 0.7742
H -1.2162 -0.4499 -0.6875
H 0.6939 -0.6806 -1.8533
H -0.4619 -2.8420 -0.9949
H 0.9168 -3.0037 0.0850
H 2.3342 -2.6658 -2.1480
H 0.8449 -3.0544 -2.9614
H 2.3812 -5.0111 -2.6490
H 0.7350 -5.2506 -2.0754
H 1.5984 -5.9107 -0.1628
H 3.3394 -6.5692 1.0995
H 4.3316 -5.3033 1.6977
H 3.3828 -2.7638 -0.4605
H 4.7816 -3.5706 0.1948

Cartesian forces, eV/Å:
0.0 -0.2 0.5
0.0 0.0 0.0
0.0 -0.1 0.0
0.0 0.0 -0.1
0.0 0.0 0.0
0.0 0.0 0.0
0.0 0.0 0.0
0.0 0.1 -0.2
0.0 0.0 0.0
0.0 0.0 0.0
0.0 0.0 0.0
0.0 0.0 0.0
0.0 0.1 0.0
0.0 0.0 0.0
0.0 0.0 0.0
0.0 0.0 0.0
0.0 0.0 0.0
0.0 0.0 0.0
0.0 0.0 0.0
0.0 0.0 0.1
0.0 0.0 0.0
0.0 0.0 0.0
0.0 -0.1 -0.2
0.0 0.0 -0.1
0.0 0.0 0.0
0.0 0.0 0.0
0.0 0.0 0.0
0.0 0.0 0.0
0.0 0.0 0.0
0.0 0.0 0.0
0.0 0.0 0.0
0.0 0.0 0.0
0.0 0.0 0.0
0.0 0.0 0.0
0.0 0.0 0.0
0.0 0.3 -0.1
0.0 -0.1 0.0
0.0 0.0 0.0
0.0 0.0 0.0
0.0 0.0 0.0
0.0 0.0 0.0
0.0 0.0 0.0
0.0 0.0 0.0
0.0 -0.1 0.0
0.0 0.0 -0.1
0.0 0.0 0.0
0.1 0.0 0.0
0.0 0.0 0.0
0.0 -0.1 0.0
0.0 0.0 0.0
0.0 0.0 0.0
0.0 0.0 0.0
0.0 0.0 0.0
0.0 0.0 0.0
0.0 0.0 0.0
0.0 0.0 0.0
0.0 0.0 0.0
0.0 0.0 0.0
0.0 0.0 0.0
0.0 0.1 0.0
0.0 0.0 0.0

natural (NBO) population analysis, charges in e, atoms 1 to 5:
1 Cu 1.406
2 C -0.682
3 C 0.244
4 N -0.271
5 O -0.618